Molecular formula: C2H15NO4
Method: DFT, ωB97M-V/def2-TZVPD

Each line ends with the natural charge from an NBO analysis.
Positions of all 22 atoms, in Å:
C: 0.792 1.950 0.014  -0.627
C: -0.525 1.444 -0.579  -0.202
N: -0.885 0.143 0.011  -0.898
H: 0.613 2.259 1.044  0.214
H: 1.166 2.729 -0.641  0.210
H: 1.489 1.124 0.103  0.220
H: -0.436 1.333 -1.665  0.169
H: -1.330 2.178 -0.461  0.180
H: -1.867 -0.074 -0.060  0.377
H: -0.554 -0.227 0.881  0.399
H: -3.909 -1.533 -2.625  0.480
H: -2.659 -1.811 -1.651  0.485
O: -3.150 -1.187 -2.178  -0.964
H: 2.139 -1.440 0.317  0.504
H: 3.428 -1.268 1.007  0.467
O: 2.481 -1.131 1.195  -0.983
H: 0.752 -0.341 2.594  0.492
H: 0.097 -0.327 3.993  0.476
O: -0.074 -0.202 3.064  -0.966
H: 1.328 -1.280 -2.051  0.465
H: 0.197 -0.816 -1.097  0.503
O: 0.906 -1.522 -1.216  -1.000

Its energy above the lowest of the compared OMol25 structures with the same formula, charge and spin is 15.7 kcal/mol. Its lowest unoccupied orbital energy is 0.76 eV. As for the HOMO energy: -9.11 eV. The total energy is -440.8989 Eh. The calculation puts the orbital gap at 9.876 eV. Its SMILES is CCN.O.O.O.O.

=====

Molecular formula: C2H15O6
Method: DFT, ωB97M-V/def2-TZVPD

Each line ends with the natural charge from an NBO analysis.
Positions of all 23 atoms, in Å:
C: 3.401 1.483 0.651  -0.045
O: 2.515 1.865 -0.352  -0.802
C: 3.870 -0.021 0.304  -0.626
H: 2.934 1.501 1.590  0.151
H: 4.363 2.148 0.644  0.134
H: 2.900 -0.434 -0.394  0.199
H: 4.128 -0.539 1.125  0.178
H: 4.690 -0.159 -0.454  0.187
H: 1.662 1.100 -0.162  0.516
H: 0.064 -0.252 -0.119  0.440
O: 0.162 0.631 0.048  -1.135
H: -0.417 0.995 1.478  0.504
H: -1.916 0.939 1.864  0.448
O: -0.993 1.029 2.278  -1.010
H: -1.313 1.722 -1.755  0.446
H: -1.021 1.009 -0.604  0.486
O: -1.927 1.315 -1.109  -1.052
H: -2.460 -1.099 -0.132  0.472
H: -2.135 -0.581 -1.643  0.512
O: -2.653 -1.217 -1.066  -1.003
H: -4.622 -3.833 -1.035  0.473
H: -5.778 -3.429 -0.349  0.461
O: -5.454 -4.173 -0.809  -0.934

Its energy above the lowest of the compared OMol25 structures with the same formula, charge and spin is 62.7 kcal/mol. Its lowest unoccupied orbital energy is 3.40 eV. As for the HOMO energy: -5.84 eV. The total energy is -536.6152 Eh. The calculation puts the orbital gap at 9.240 eV. As for the charge: -1.

=====

Molecular formula: C2H16IO7
Method: DFT, ωB97M-V/def2-TZVPD

Each line ends with the natural charge from an NBO analysis.
Positions of all 26 atoms, in Å:
I: -1.717 0.695 0.027  0.031
O: -5.334 0.740 -0.610  -0.925
H: -4.382 0.754 -0.513  0.452
H: -5.664 0.609 0.279  0.470
O: -1.583 -2.333 1.685  -0.938
H: -1.460 -1.474 1.282  0.445
H: -0.754 -2.510 2.131  0.480
O: 1.498 0.609 1.624  -0.925
H: 2.018 0.340 0.866  0.485
H: 0.592 0.442 1.364  0.439
O: -2.271 0.060 3.384  -0.929
H: -3.038 -0.509 3.318  0.472
H: -2.217 0.491 2.531  0.446
O: -1.585 4.306 -0.794  -0.925
H: -1.737 3.362 -0.742  0.454
H: -1.397 4.468 -1.718  0.470
C: 2.210 -1.050 -1.667  -0.085
C: 3.716 -1.336 -1.546  -0.109
O: 4.267 -0.308 -0.648  -0.726
O: 1.408 -1.271 -0.545  -0.719
H: 1.827 -1.771 -2.389  0.162
H: 2.010 -0.011 -1.928  0.163
H: 4.195 -1.507 -2.510  0.190
H: 3.817 -2.246 -0.954  0.190
H: 4.919 0.151 -1.182  0.469
H: 0.662 -0.701 -0.742  0.462

Its expectation value of S² is 0.7527. Its lowest unoccupied orbital energy (alpha / beta) is -0.02 / -5.07 eV. As for the HOMO energy (alpha / beta): -10.52 / -10.52 eV. The total energy is -910.0698 Eh. The calculation puts the orbital gap (alpha / beta) at 10.507 / 5.455 eV. As for the multiplicity: 2.

=====

Molecular formula: C2H16MgN4O6
Method: DFT, ωB97M-V/def2-TZVPD

Each line ends with the natural charge from an NBO analysis.
Positions of all 29 atoms, in Å:
Mg: -11.957 -18.002 -13.050  1.886
C: -8.405 -16.064 -14.248  0.776
O: -9.224 -16.334 -13.310  -0.808
N: -8.646 -15.194 -15.219  -0.806
N: -7.314 -16.715 -14.392  -0.783
H: -7.867 -15.000 -15.831  0.414
H: -9.578 -14.805 -15.226  0.414
H: -7.151 -17.443 -13.710  0.415
H: -6.948 -16.804 -15.329  0.406
C: -11.799 -18.572 -17.282  0.759
O: -11.498 -18.453 -16.111  -0.802
N: -12.016 -17.651 -18.063  -0.761
N: -11.941 -19.790 -17.754  -0.812
H: -12.045 -16.736 -17.637  0.412
H: -12.545 -17.875 -18.894  0.413
H: -11.989 -19.967 -18.747  0.396
H: -11.879 -20.632 -17.200  0.415
O: -10.375 -20.048 -12.312  -1.011
H: -10.618 -20.739 -11.696  0.511
H: -9.421 -20.101 -12.368  0.518
O: -12.904 -17.906 -10.410  -1.006
H: -13.091 -18.419 -9.623  0.521
H: -13.329 -17.062 -10.253  0.501
O: -14.398 -19.388 -13.749  -0.999
H: -15.129 -19.123 -14.307  0.511
H: -14.746 -20.110 -13.224  0.505
O: -13.115 -15.378 -13.174  -1.002
H: -13.899 -15.169 -12.666  0.502
H: -12.810 -14.533 -13.504  0.515

Its energy above the lowest of the compared OMol25 structures with the same formula, charge and spin is 136.1 kcal/mol. Its lowest unoccupied orbital energy is -8.70 eV. As for the HOMO energy: -15.66 eV. The total energy is -955.8741 Eh. The calculation puts the orbital gap at 6.957 eV. As for the charge: +2.

=====

Molecular formula: C2H16N2O4
Method: DFT, ωB97M-V/def2-TZVPD

Each line ends with the natural charge from an NBO analysis.
Positions of all 24 atoms, in Å:
N: 0.241 0.755 2.835  -0.811
C: 0.718 1.274 1.532  -0.245
C: -0.340 1.878 0.601  -0.254
N: -0.551 1.457 -0.781  -0.797
H: -0.110 -0.073 2.935  0.364
H: -0.264 1.366 3.210  0.328
H: 1.313 0.484 0.951  0.186
H: 1.372 2.137 1.816  0.193
H: -1.327 1.890 1.140  0.187
H: -0.220 2.999 0.521  0.190
H: 0.252 1.574 -1.332  0.381
H: -0.876 0.382 -0.781  0.281
H: -0.459 -2.158 1.078  0.487
H: -0.054 -3.213 2.053  0.463
O: -0.499 -2.402 1.987  -0.962
H: -0.658 -0.927 -0.911  0.443
H: -1.522 -2.060 -1.264  0.460
O: -0.636 -1.843 -0.831  -0.901
H: -1.619 -0.163 -3.086  0.467
H: -1.848 -1.599 -3.012  0.447
O: -1.204 -0.968 -3.319  -0.909
H: 2.745 0.518 -2.218  0.489
H: 2.796 0.170 -0.608  0.487
O: 2.386 0.748 -1.295  -0.972

Its energy above the lowest of the compared OMol25 structures with the same formula, charge and spin is 85.8 kcal/mol. Its lowest unoccupied orbital energy is 0.28 eV. As for the HOMO energy: -8.57 eV. The total energy is -496.1604 Eh. The calculation puts the orbital gap at 8.841 eV. Its SMILES is NCCN.O.O.O.O.

=====

Molecular formula: C2H16N2O4
Method: DFT, ωB97M-V/def2-TZVPD

Each line ends with the natural charge from an NBO analysis.
Positions of all 24 atoms, in Å:
C: -1.082 -1.825 -0.095  -0.451
N: -0.595 -1.251 -1.347  -0.601
C: 0.236 2.669 -0.492  -0.442
N: 0.161 1.304 -0.087  -0.592
H: -0.373 -2.642 0.207  0.266
H: -2.195 -2.060 -0.289  0.211
H: -0.956 -1.053 0.636  0.251
H: 0.449 -1.346 -1.433  0.425
H: 1.024 3.098 -0.021  0.224
H: -0.671 3.201 -0.172  0.216
H: 0.656 0.736 -0.805  0.436
H: -0.735 0.821 -0.089  0.435
H: 0.315 2.929 -1.586  0.223
H: 2.784 -2.146 1.363  0.464
O: 1.878 -1.936 1.034  -1.005
H: 1.973 -1.404 0.182  0.493
H: 2.917 -0.724 -1.466  0.458
O: 2.015 -0.553 -1.153  -1.006
H: -0.969 -1.810 -2.117  0.371
H: -3.158 1.549 0.914  0.435
O: -2.500 0.984 0.632  -0.856
H: 0.337 0.728 1.820  0.473
H: -1.216 0.490 1.976  0.496
O: -0.295 0.242 2.388  -0.925

Its energy above the lowest of the compared OMol25 structures with the same formula, charge and spin is 240.0 kcal/mol. Its lowest unoccupied orbital energy is -5.47 eV. As for the HOMO energy: -9.39 eV. The total energy is -495.9146 Eh. The calculation puts the orbital gap at 3.924 eV.

=====

Repeat the fourth record exactly.
Molecular formula: C2H16MgN4O6
Method: DFT, ωB97M-V/def2-TZVPD

Each line ends with the natural charge from an NBO analysis.
Positions of all 29 atoms, in Å:
Mg: -11.957 -18.002 -13.050  1.886
C: -8.405 -16.064 -14.248  0.776
O: -9.224 -16.334 -13.310  -0.808
N: -8.646 -15.194 -15.219  -0.806
N: -7.314 -16.715 -14.392  -0.783
H: -7.867 -15.000 -15.831  0.414
H: -9.578 -14.805 -15.226  0.414
H: -7.151 -17.443 -13.710  0.415
H: -6.948 -16.804 -15.329  0.406
C: -11.799 -18.572 -17.282  0.759
O: -11.498 -18.453 -16.111  -0.802
N: -12.016 -17.651 -18.063  -0.761
N: -11.941 -19.790 -17.754  -0.812
H: -12.045 -16.736 -17.637  0.412
H: -12.545 -17.875 -18.894  0.413
H: -11.989 -19.967 -18.747  0.396
H: -11.879 -20.632 -17.200  0.415
O: -10.375 -20.048 -12.312  -1.011
H: -10.618 -20.739 -11.696  0.511
H: -9.421 -20.101 -12.368  0.518
O: -12.904 -17.906 -10.410  -1.006
H: -13.091 -18.419 -9.623  0.521
H: -13.329 -17.062 -10.253  0.501
O: -14.398 -19.388 -13.749  -0.999
H: -15.129 -19.123 -14.307  0.511
H: -14.746 -20.110 -13.224  0.505
O: -13.115 -15.378 -13.174  -1.002
H: -13.899 -15.169 -12.666  0.502
H: -12.810 -14.533 -13.504  0.515

Its energy above the lowest of the compared OMol25 structures with the same formula, charge and spin is 136.1 kcal/mol. Its lowest unoccupied orbital energy is -8.70 eV. As for the HOMO energy: -15.66 eV. The total energy is -955.8741 Eh. The calculation puts the orbital gap at 6.957 eV. As for the charge: +2.